Computed, not measured: a cluster of 2 separate species, C7H15NSi in total in a non-equilibrium geometry, with the ωB97M-V functional and the def2-TZVPD basis.

Last column: Löwdin charge in e.
Cartesian coordinates (Å):
Si1 0.147 0.341 -0.520  0.644
N1 -0.634 1.518 4.300  0.038
C1 0.578 0.214 -3.349  -0.164
C2 0.892 -0.730 0.925  -0.314
C3 0.522 -0.604 -2.061  -0.361
C4 -2.098 1.685 0.542  -0.125
C5 1.264 -2.148 0.504  -0.169
C6 -0.946 0.491 3.895  -0.079
C7 -1.669 0.567 -0.031  -0.278
H1 0.864 -0.374 -4.170  0.049
H2 -2.547 -0.052 -0.181  0.049
H3 -1.438 2.399 1.098  0.055
H4 1.666 -0.187 1.319  0.015
H5 -0.350 -1.301 -1.950  0.092
H6 1.296 0.974 -3.113  0.057
H7 1.599 -1.029 -1.964  0.099
H8 0.440 -2.870 0.472  0.087
H9 0.135 -0.810 1.806  0.060
H10 -0.390 0.655 -3.438  0.060
H11 0.406 1.739 -0.479  -0.013
H12 1.769 -2.118 -0.416  0.013
H13 2.005 -2.434 1.182  0.045
H14 -0.366 2.347 4.873  0.106
H15 -3.147 1.729 0.758  0.035

Atoms 1-6, force components in eV/Å:
-0.986 -1.455 2.270
1.035 3.240 1.998
-0.759 -0.021 2.114
-4.135 -0.652 -0.182
1.274 -0.318 0.096
0.896 0.312 1.561

- Energy above the lowest of the compared OMol25 structures with the same formula, charge and spin: 2.629 eV
- HOMO: -9.08 eV
- Frontier orbital gap: 0.37210 Eh
- Energy: -16866.5807 eV